(1)
91
Properties=species:S:1:pos:R:3:forces:R:3 method="wB97M-V/def2-TZVPD" molar_mass_g_mol=656.627 de_lowest_ev=0.779 homo_lumo_gap_ev=8.457 total_charge=-1 total_energy_ev=-72936.969 max_force_ev_per_a=2.3 lumo_energy_ev=2.4
P -8.2538 27.9359 -22.9428 -0.66 -0.96 -1.97
F -7.4506 26.5431 -23.2791 0.26 0.21 0.50
F -7.3211 28.2435 -21.6718 0.16 0.03 -0.33
F -7.2775 28.6465 -24.0487 0.46 0.27 0.71
F -9.0018 29.3562 -22.7625 -0.04 -0.41 0.80
F -9.2828 27.5983 -24.1422 -0.12 -0.02 -0.57
F -9.2595 27.0356 -22.0193 0.04 0.87 0.86
C -8.6913 25.0975 -19.4068 1.27 -0.39 -0.23
O -8.5113 23.9487 -19.7871 -0.49 0.32 -0.04
N -8.5861 25.4733 -18.1203 -0.71 0.57 1.02
C -8.5798 26.8864 -17.7300 1.38 -0.91 -0.48
C -8.1947 24.5584 -17.0666 0.05 -0.35 -0.68
H -8.7675 25.9697 -20.0745 -0.49 -0.24 -0.23
H -8.6696 27.4738 -18.6409 -0.33 0.29 0.21
H -7.5656 27.0402 -17.3382 -0.12 0.48 0.05
H -9.2698 27.1460 -16.9304 -0.39 -0.10 -0.25
H -7.1183 24.6512 -16.8889 -0.09 0.28 0.44
H -8.8135 24.7604 -16.1947 0.29 -0.07 0.25
H -8.3178 23.5242 -17.3831 -0.34 0.10 -0.14
C -5.1203 24.8086 -25.0650 0.40 0.02 -1.00
O -3.9685 24.7716 -25.4900 -0.30 0.16 0.53
N -5.8697 23.7091 -24.8464 -0.39 0.21 -0.18
C -7.3121 23.7503 -24.7301 -0.92 -0.67 0.93
C -5.3560 22.4096 -25.1785 1.05 -0.84 -0.18
H -5.6642 25.7542 -24.9212 -0.02 -0.11 0.26
H -7.5803 23.3080 -23.7617 -0.09 -0.23 -0.20
H -7.7652 23.1473 -25.5222 0.09 -0.06 0.00
H -7.8602 24.6907 -24.7146 0.95 0.54 -0.26
H -5.5605 21.6168 -24.4548 -0.57 0.36 0.26
H -5.7021 22.0501 -26.1514 -0.22 0.16 -0.05
H -4.2680 22.4057 -25.2303 -0.02 0.49 -0.08
C -12.2219 29.0920 -22.3822 -0.01 0.76 -1.04
O -12.8610 29.4321 -23.3571 -0.24 -0.42 0.37
N -11.9833 29.9414 -21.3400 -0.05 -0.29 -1.28
C -10.9722 29.6959 -20.3808 0.19 0.15 1.89
C -12.5859 31.2724 -21.3492 -0.07 -1.09 0.59
H -11.7551 28.0974 -22.3169 0.08 0.08 0.30
H -10.3255 30.5797 -20.3144 0.04 -0.18 0.14
H -10.3208 28.8315 -20.4967 -0.28 -0.07 -0.87
H -11.4492 29.5213 -19.3940 0.27 0.37 -0.03
H -13.3202 31.3229 -22.1444 -0.01 -0.07 -0.06
H -13.0770 31.3126 -20.3731 -0.12 0.75 -0.03
H -11.8555 32.0704 -21.4725 0.15 0.00 0.07
C -12.1215 25.5487 -23.8245 -0.72 0.31 -0.17
O -13.2250 25.9564 -24.1410 0.27 0.00 0.07
N -11.8959 24.6853 -22.8158 1.42 -0.08 -0.34
C -10.5857 24.0609 -22.6625 0.16 0.38 2.16
C -12.8912 24.2792 -21.8682 -1.13 -0.65 -0.91
H -11.1796 25.8681 -24.2945 -0.10 0.00 -0.28
H -9.7121 24.3805 -23.2254 -0.73 0.39 -0.89
H -10.6471 22.9715 -22.6481 -0.11 -0.04 -0.24
H -10.2710 24.3752 -21.6607 0.21 -0.55 0.14
H -12.5436 24.2489 -20.8379 0.28 0.05 -0.06
H -13.7833 24.8992 -21.9533 0.29 0.39 0.01
H -13.2649 23.2926 -22.1819 0.15 -0.17 0.50
C -4.2067 28.1769 -28.5209 -0.68 1.21 0.15
O -4.9856 28.9726 -29.0276 0.05 -0.51 -0.16
N -3.8676 28.2043 -27.2212 0.63 -0.90 0.87
C -2.7459 27.4128 -26.7332 -0.15 -0.48 -0.43
C -4.4959 29.0109 -26.1995 0.29 0.38 0.17
H -3.7037 27.3916 -29.1020 0.14 -0.07 0.05
H -1.7983 27.9489 -26.8383 -0.01 0.01 0.01
H -2.7181 26.4699 -27.2811 0.25 0.07 -0.04
H -2.8837 27.1182 -25.6958 -0.16 0.13 0.01
H -3.7068 29.5204 -25.6357 -0.02 0.43 -0.32
H -5.1885 29.7185 -26.6443 -0.02 0.01 0.07
H -4.9701 28.4142 -25.4150 -0.38 -0.26 -0.41
C -6.2199 31.8905 -24.5421 0.46 -0.40 -0.58
O -6.5379 32.7530 -25.3369 -0.19 0.09 0.18
N -4.9576 31.7083 -24.0693 -0.83 0.70 0.68
C -4.7756 30.7248 -23.0372 1.14 -1.15 0.37
C -3.9004 32.6609 -24.3654 -0.17 -1.05 -0.36
H -6.8520 31.0522 -24.2086 -0.46 0.34 -0.03
H -4.2966 31.0488 -22.1063 -0.08 0.72 -0.21
H -4.1010 29.9393 -23.4033 -0.08 -0.08 0.01
H -5.6817 30.2171 -22.7137 -0.28 0.21 -0.44
H -3.0400 32.0373 -24.6270 0.37 0.43 0.28
H -4.1688 33.2186 -25.2578 -0.18 0.12 0.11
H -3.7163 33.3293 -23.5249 0.20 0.00 0.00
C -10.1732 29.9873 -26.4118 -1.65 0.91 -0.30
O -11.3676 29.9638 -26.1371 0.89 -0.69 0.15
N -9.6775 31.0158 -27.1464 0.95 -0.17 -0.33
C -10.5204 31.9951 -27.8023 0.66 0.16 -0.10
C -8.3145 31.0126 -27.6754 -0.29 0.06 0.85
H -9.4292 29.2310 -26.1179 -0.09 0.06 0.14
H -10.4347 31.8149 -28.8799 -0.48 0.04 -0.07
H -10.0798 32.9840 -27.6404 -0.09 0.03 0.10
H -11.5440 32.0100 -27.4529 -0.04 -0.39 0.05
H -7.6329 30.5244 -26.9796 -0.11 -0.14 0.01
H -8.2419 30.5117 -28.6434 0.01 0.23 -0.13
H -8.0148 32.0598 -27.6971 0.31 -0.11 -0.38

=====

(2)
93
Properties=species:S:1:pos:R:3:forces:R:3 method="wB97M-V/def2-TZVPD" molar_mass_g_mol=713.744 de_lowest_ev=0.000 homo_lumo_gap_ev="8.034 / 4.293" total_charge=+2 multiplicity=3 total_energy_ev=-106268.508 max_force_ev_per_a=9.7 lumo_energy_ev="-5.2 / -9.0"
O -0.1756 -0.2143 -0.0646 -1.73 3.41 0.25
V -1.0212 1.1451 0.0509 2.58 -2.83 1.41
N -2.4605 0.6890 -1.3396 1.88 -0.60 -5.01
S -2.3698 0.4465 -3.1112 5.17 0.86 -2.41
O -2.4058 1.6888 -3.8871 -0.80 -2.25 1.99
O -2.7646 -0.8383 -3.6364 -0.74 1.96 1.23
F -0.7715 0.2295 -2.9894 -0.57 0.28 -0.07
S -3.9437 0.3399 -1.3003 -8.69 0.61 4.29
O -4.4113 -0.9238 -0.7544 1.60 1.34 -1.69
O -4.8482 1.0828 -2.2140 2.91 -2.15 0.46
F -4.0966 1.2800 -0.0268 -0.60 0.53 1.47
C 4.2246 -6.4156 0.4106 0.09 -0.96 -1.42
C 4.1222 -5.2004 1.2395 -2.80 -1.27 0.85
N 3.4214 -4.0944 0.5239 5.56 0.40 3.11
C 4.3423 -3.6408 -0.5318 -2.96 -0.34 -2.36
C 5.5389 -2.8253 -0.1823 1.89 -0.72 0.62
C 3.0436 -3.0390 1.4877 -0.53 0.55 -1.07
C 2.3206 -2.0175 0.6826 -2.36 0.85 1.51
H 4.4413 -7.3049 1.0024 0.29 0.20 0.00
H 4.9376 -6.2985 -0.4054 0.18 -0.38 0.16
H 3.2544 -6.6038 -0.0493 -0.06 -0.10 -0.06
H 3.3971 -5.4833 2.0026 0.31 0.24 0.61
H 5.0623 -4.9313 1.7211 0.00 0.79 -0.27
H 3.6756 -3.0863 -1.1922 0.21 0.44 -0.03
H 4.6256 -4.4727 -1.1766 -0.05 -0.26 0.49
H 6.4303 -3.4491 -0.1159 -0.03 -0.63 -0.28
H 5.6043 -2.4383 0.8346 -0.64 1.13 -0.51
H 5.7519 -2.2395 -1.0765 -0.11 0.87 0.70
H 2.4661 -3.3851 2.3449 -0.20 -0.55 -0.43
H 3.9335 -2.6146 1.9525 0.61 -0.39 -0.24
H 1.3908 -2.5326 0.4412 0.12 0.07 -1.66
H 1.7835 -1.3414 1.3478 0.66 0.63 0.37
H 2.8377 -1.4005 -0.0523 -0.13 -0.57 -0.08
C 0.6531 1.7687 3.2375 -1.01 1.26 0.29
O 0.3834 1.5785 2.0659 0.41 -0.60 -0.97
N 0.5002 2.9698 3.8304 2.07 -2.97 3.15
C 0.8564 3.1038 5.2668 -0.83 1.17 0.41
C 0.1213 4.1360 3.2269 -1.12 2.33 -2.73
H 0.9173 1.0045 3.9848 0.25 -0.21 -0.44
H 1.0307 2.2344 5.9007 0.08 -0.50 -0.89
H 0.0185 3.6040 5.7524 -0.29 -0.03 0.01
H 1.6626 3.8145 5.4486 0.37 -0.18 -0.49
H -0.9257 4.3816 3.4045 -0.05 0.29 0.65
H 0.7693 4.9911 3.4195 -0.04 -0.08 0.49
H 0.1152 4.0439 2.1408 0.34 -0.37 -0.05
C 0.0921 3.3270 -2.1110 0.46 0.98 -2.50
O 0.2418 2.4375 -1.2924 -0.40 -2.07 2.11
N 0.7462 3.3743 -3.2934 -0.81 -0.62 0.35
C 0.2677 4.2407 -4.3504 0.81 0.97 -0.16
C 1.8608 2.4717 -3.6396 -0.26 0.22 0.68
H -0.5814 4.1765 -1.9189 0.13 -0.16 -0.31
H 1.1060 4.7341 -4.8422 0.36 -0.18 0.04
H -0.2586 5.0914 -3.9175 -0.63 -0.36 -0.16
H -0.2372 3.6906 -5.1445 -0.48 0.04 0.38
H 2.6688 3.1526 -3.9074 0.45 -0.32 0.50
H 1.9893 1.8248 -2.7718 0.64 0.31 0.01
H 1.7830 1.7924 -4.4885 -1.03 0.27 -0.21
C -2.6328 3.8118 1.0958 -1.83 2.99 -0.25
O -1.7696 2.9581 0.9483 0.22 -1.00 -1.27
N -3.3695 4.5189 0.1742 1.71 -3.04 0.87
C -4.1960 5.6484 0.5759 -0.26 0.86 -0.48
C -3.2055 4.1977 -1.2623 -0.61 1.26 -0.16
H -2.7905 4.2201 2.1061 -0.19 -0.20 -0.04
H -3.8210 6.5484 0.0885 0.52 0.16 0.32
H -4.2546 5.7909 1.6550 0.42 -0.21 -0.09
H -5.2273 5.6799 0.2245 -0.09 -1.06 -0.14
H -2.4461 3.4862 -1.5866 -0.09 -0.13 0.99
H -4.1380 3.8640 -1.7176 -0.11 0.07 0.20
H -2.9267 5.1619 -1.6872 -0.10 -0.01 -0.52
C -2.5648 0.3087 3.1231 0.32 1.72 -3.35
O -2.0410 0.3327 1.9720 -0.21 -0.22 0.46
N -3.2143 -0.7076 3.5786 -1.22 -2.05 1.55
C -3.3017 -2.0231 2.9124 0.53 0.58 -0.34
C -3.6445 -0.7163 4.9647 -0.67 0.86 1.06
H -2.6773 1.2432 3.6943 0.44 -0.26 0.24
H -3.9987 -2.6619 3.4548 0.35 0.13 0.14
H -2.2747 -2.3884 2.9155 -0.22 -0.61 -0.18
H -3.6685 -1.9485 1.8887 0.20 0.30 -0.01
H -2.9220 -1.0989 5.6856 0.30 -0.27 -0.35
H -3.8697 0.2973 5.2965 0.14 0.17 -0.14
H -4.5796 -1.2479 5.1414 0.11 -0.20 -0.52
C -0.6480 -2.9783 -2.8022 -0.49 -1.17 0.72
O -0.6508 -2.3826 -1.7280 0.76 -0.40 -1.35
N 0.3824 -3.5016 -3.5264 1.31 0.96 1.39
C 0.1546 -4.3653 -4.6580 0.12 0.24 -0.58
C 1.7947 -3.3243 -3.1359 -0.19 0.65 -0.19
H -1.5653 -3.3607 -3.2761 -0.39 0.59 0.10
H 0.7985 -4.0131 -5.4639 -0.06 -0.17 -0.21
H -0.8768 -4.3066 -5.0057 0.04 0.06 0.16
H 0.3955 -5.4096 -4.4592 0.03 -0.04 0.19
H 2.2802 -4.2750 -2.9156 -0.08 -0.12 -0.02
H 2.3803 -2.7930 -3.8862 -0.16 -0.46 -0.79
H 1.9719 -2.6207 -2.3225 -0.97 -0.31 0.54